Entry 1:
ORCA calculation (ωB97M-V/def2-TZVPD) on a single C4H2F2 molecule at a distorted geometry.

**DFT total energy**: -353.06909 hartree
**E_LUMO (spin up / spin down)**: 0.72 / -3.03 eV
**Energy above the lowest of the compared OMol25 structures with the same formula, charge and spin**: 0.0 kJ/mol
**Max |F|**: 2.5 eV/A
**HOMO level (spin up / spin down)**: -7.659 / -10.644 eV
**⟨S²⟩**: 2.019
**Orbital gap (spin up / spin down)**: 8.38 / 7.61 eV
**Molecular weight**: 88.06 Da

```
! wB97M-V def2-TZVPD RIJCOSX def2/J DEFGRID3
* xyz 0 3
C 1.9694 1.8745 -0.1013
C 1.1177 1.0338 -0.0474
C 0.3506 -0.2879 0.0409
C -1.0822 -0.2754 0.0162
F -1.8037 -0.1432 1.0830
F -1.8324 -0.3017 -1.0388
H 0.5884 -0.9266 -0.7528
H 0.6922 -0.9734 0.8002
*
```

---

Entry 2:
ORCA calculation (ωB97M-V/def2-TZVPD) on 18 unconnected molecules or ions with the total composition C108H155N28O31P5 at a distorted geometry.

**DFT total energy**: -9779.57740 hartree
**E_LUMO**: -1.05 eV
**Energy above the lowest of the compared OMol25 structures with the same formula, charge and spin**: 0.0 kJ/mol
**Max |F|**: 3.3 eV/A
**HOMO level**: -8.078 eV
**Orbital gap**: 7.03 eV
**Molecular weight**: 2496.46 Da

```
! wB97M-V def2-TZVPD RIJCOSX def2/J DEFGRID3
* xyz 0 1
C -9.7338 -1.3243 0.1117
C -9.9554 -2.6998 0.0290
C -8.8530 -3.5465 -0.0536
C -7.5625 -3.0412 -0.3235
C -7.4263 -1.6495 -0.3832
C -8.4683 -0.7698 -0.1144
N -6.3923 -3.9861 -0.4704
O -6.6155 -5.1492 -0.5932
O -5.2564 -3.4965 -0.4415
H -10.6092 -0.6918 0.1007
H -10.9416 -3.0803 0.2508
H -9.1324 -4.5891 -0.0157
H -6.5083 -1.1258 -0.6053
H -8.2491 0.2834 -0.2101
C 7.3326 -1.5772 2.1724
C 7.7383 -1.9930 3.4380
C 7.6131 -1.1425 4.5572
C 7.0117 0.1521 4.4774
C 6.7448 0.5266 3.1829
C 6.8238 -0.2857 2.1082
N 6.6829 1.0178 5.6447
O 6.9269 0.5773 6.7596
O 6.3091 2.1853 5.3864
H 7.4013 -2.1427 1.2548
H 8.1650 -2.9720 3.5989
H 7.9132 -1.5345 5.5177
H 6.3191 1.4993 2.9856
H 6.4016 -0.0347 1.1463
C -0.2758 6.5102 -7.0780
C -1.3203 6.4180 -7.9990
C -2.3877 5.4984 -7.8185
C -2.3511 4.5803 -6.7365
C -1.2493 4.5864 -5.8898
C -0.2651 5.5923 -6.0099
N -3.5242 3.7631 -6.2737
O -3.4260 3.1152 -5.2443
O -4.5423 3.7531 -7.0173
H 0.4772 7.2830 -7.1242
H -1.4226 7.1062 -8.8250
H -3.1984 5.4354 -8.5293
H -1.0575 3.8420 -5.1312
H 0.4316 5.7665 -5.2034
C 9.3691 -0.8348 -2.1859
C 8.0465 -0.4054 -2.2036
C 7.6476 0.6247 -1.3962
C 8.5621 1.2651 -0.5224
C 9.9117 0.8949 -0.5968
C 10.3143 -0.1904 -1.4010
N 8.1193 2.2817 0.4668
O 8.9436 2.7097 1.2627
O 6.8994 2.4638 0.5696
H 9.7088 -1.6101 -2.8568
H 7.3629 -0.8214 -2.9289
H 6.6556 1.0305 -1.5286
H 10.6081 1.4868 -0.0214
H 11.3480 -0.4905 -1.4893
C -5.6113 0.2640 4.5081
C -4.8518 0.3563 5.6910
C -3.7309 -0.3836 5.8411
C -3.2642 -1.2017 4.8349
C -4.0273 -1.2974 3.6192
C -5.2658 -0.7075 3.5321
N -1.9743 -1.9346 4.8733
O -1.1643 -1.5919 5.7349
O -1.7096 -2.8234 4.0148
H -6.5532 0.7920 4.5267
H -5.2378 1.0640 6.4097
H -3.1380 -0.2997 6.7399
H -3.7390 -1.8158 2.7167
H -5.9174 -0.7928 2.6751
C 5.9472 1.7489 -6.5940
C 5.9369 1.2458 -5.2765
C 4.9880 1.7066 -4.3308
C 4.0651 2.6951 -4.6475
C 4.0798 3.1951 -5.9213
C 5.0301 2.7253 -6.8792
N 3.0097 3.0954 -3.6831
O 2.1744 3.8687 -4.1212
O 3.0429 2.7363 -2.5270
H 6.5295 1.3565 -7.4147
H 6.6629 0.4985 -4.9921
H 4.9364 1.3048 -3.3296
H 3.2716 3.8760 -6.1444
H 4.9465 3.1700 -7.8598
C -6.1537 2.1071 0.3459
C -4.7862 2.1255 0.5452
C -4.0896 2.9309 -0.3668
C -4.7437 3.7234 -1.3303
C -6.1176 3.7566 -1.3790
C -6.8216 2.8625 -0.5881
N -3.8549 4.5202 -2.2279
O -2.6333 4.4658 -2.1816
O -4.4868 5.2343 -3.0324
H -6.6372 1.4193 1.0238
H -4.2080 1.5323 1.2381
H -3.0097 2.9328 -0.3547
H -6.7246 4.3506 -2.0462
H -7.8967 2.8973 -0.6843
C -2.0744 -7.4586 3.6866
C -3.3030 -8.1154 3.8818
C -4.4808 -7.4398 3.7652
C -4.4897 -6.1221 3.2923
C -3.2459 -5.4722 3.0728
C -2.0734 -6.0935 3.3734
N -5.7588 -5.3752 3.0392
O -5.6749 -4.1909 2.7547
O -6.8466 -5.8975 3.3064
H -1.1400 -7.9843 3.8159
H -3.3018 -9.1715 4.1078
H -5.4306 -7.9509 3.8188
H -3.2993 -4.4355 2.7748
H -1.1241 -5.6161 3.1801
C -7.7992 -3.1219 -5.0804
C -8.6611 -2.6292 -4.0724
C -8.5777 -1.3085 -3.6092
C -7.5698 -0.5390 -4.1320
C -6.7094 -1.0226 -5.1298
C -6.8464 -2.2796 -5.6705
N -7.4300 0.8894 -3.5781
O -8.2883 1.2280 -2.7246
O -6.5781 1.6290 -4.0513
H -7.9565 -4.1088 -5.4901
H -9.5474 -3.1427 -3.7299
H -9.3053 -0.9621 -2.8902
H -5.9425 -0.4120 -5.5831
H -6.2568 -2.5283 -6.5405
C -2.2930 9.1130 0.7055
C -1.8570 8.9831 2.0671
C -2.3223 7.8976 2.7818
C -3.0668 6.9333 2.1679
C -3.3708 7.0282 0.7917
C -3.1177 8.1714 0.1180
N -3.4750 5.7319 2.8700
O -3.2505 5.7145 4.0864
O -4.1085 4.8167 2.2997
H -2.0212 10.0264 0.1974
H -1.2389 9.7422 2.5235
H -2.1833 7.8690 3.8524
H -3.9007 6.2088 0.3288
H -3.4169 8.2087 -0.9190
C 4.5375 -3.6294 2.6058
C 5.3109 -4.2317 1.6568
C 5.3356 -3.6878 0.3617
C 4.5550 -2.6118 0.0749
C 3.8284 -1.9640 1.1089
C 3.8282 -2.4847 2.3898
N 4.6486 -1.8793 -1.2203
O 5.0699 -2.4589 -2.1692
O 4.2824 -0.7317 -1.3087
H 4.6074 -4.0783 3.5856
H 5.8146 -5.1535 1.9077
H 5.8700 -4.1015 -0.4807
H 3.4289 -0.9764 0.9313
H 3.3699 -2.0101 3.2449
C -2.3760 2.4757 4.7601
C -1.4456 2.5602 5.8309
C -0.1829 1.9453 5.7144
C 0.1731 1.2445 4.5624
C -0.8381 1.0689 3.5363
C -2.0371 1.7248 3.6097
N 1.4734 0.4692 4.4903
O 1.6264 -0.3778 3.6320
O 2.2957 0.7684 5.3031
H -3.3942 2.8283 4.8331
H -1.7321 2.9920 6.7785
H 0.4822 2.0581 6.5578
H -0.6482 0.3978 2.7117
H -2.7168 1.5804 2.7830
C -0.7958 7.3199 -2.6611
C -1.6706 7.5178 -3.7359
C -2.0272 8.7541 -4.1908
C -1.5988 9.8950 -3.5202
C -0.6491 9.7538 -2.4421
C -0.2667 8.4707 -2.0585
N -1.9473 11.2870 -4.0174
O -2.6490 11.4530 -5.0263
O -1.4374 12.2880 -3.4657
H -0.4655 6.3472 -2.3275
H -1.9300 6.6780 -4.3635
H -2.6686 8.7431 -5.0596
H -0.2934 10.6943 -2.0482
H 0.4903 8.3742 -1.2944
O 0.4838 -9.0685 -1.8465
P 0.6709 -7.7489 -1.2042
N -0.6531 -6.5926 -1.2664
C -1.9434 -7.0183 -0.8023
C -0.7712 -5.6637 -2.3748
N 2.0264 -6.9551 -1.7986
C 2.9757 -7.7168 -2.6713
C 2.5807 -5.6596 -1.2492
N 1.0467 -7.9455 0.4622
C 1.0366 -6.8422 1.3773
C 1.9199 -9.0831 0.8864
H -2.4225 -6.2813 -0.1577
H -1.8613 -7.8390 -0.0896
H -2.5955 -7.2935 -1.6313
H 0.0168 -4.9154 -2.2896
H -1.6786 -5.0661 -2.2869
H -0.6894 -6.1168 -3.3627
H 3.0758 -7.0674 -3.5410
H 3.9577 -7.8069 -2.2069
H 2.6403 -8.7529 -2.7175
H 3.2262 -5.7617 -0.3768
H 3.1846 -5.1904 -2.0258
H 1.7941 -4.9610 -0.9641
H 0.3850 -6.0867 0.9383
H 0.5858 -7.2120 2.2983
H 2.0791 -6.5299 1.4384
H 2.9488 -8.7312 0.9610
H 1.7832 -9.9262 0.2092
H 1.5774 -9.4574 1.8512
O 1.2365 -3.4318 -7.6021
P 0.5495 -2.1634 -7.3780
N 0.6280 -1.1780 -8.7340
C 1.9565 -0.7185 -9.1293
C -0.3721 -1.2253 -9.8488
N 1.1102 -1.2059 -6.0731
C 0.6338 0.1996 -5.8001
C 2.2088 -1.6706 -5.2369
N -1.1216 -2.3573 -6.8893
C -2.1728 -1.3042 -6.9887
C -1.3787 -3.4037 -5.8900
H 2.0288 0.1625 -9.7670
H 2.4097 -1.5999 -9.5829
H 2.5794 -0.4830 -8.2663
H -0.1958 -2.1032 -10.4704
H -0.2701 -0.2602 -10.3451
H -1.3332 -1.3599 -9.3526
H -0.3686 0.3217 -6.2103
H 0.6819 0.3654 -4.7239
H 1.3176 0.9408 -6.2139
H 2.4667 -1.0147 -4.4054
H 2.1399 -2.6865 -4.8479
H 3.1231 -1.7190 -5.8282
H -2.9890 -1.8740 -7.4328
H -2.4791 -0.8881 -6.0289
H -2.0751 -0.5462 -7.7659
H -0.6290 -3.2765 -5.1090
H -1.4288 -4.4266 -6.2630
H -2.3761 -3.2377 -5.4828
O -2.5125 -0.0663 0.6799
P -1.5289 -0.6773 -0.2537
N -1.0215 -2.2329 0.2869
C -1.9596 -3.3588 0.4269
C 0.1228 -2.3114 1.2085
N -0.1238 0.2331 -0.6705
C 0.0351 1.6516 -0.2302
C 1.0657 -0.2060 -1.5206
N -2.2737 -0.9548 -1.7838
C -3.7625 -0.7643 -1.8410
C -1.5602 -1.6937 -2.8290
H -1.4434 -4.1547 0.9637
H -2.3402 -3.6750 -0.5443
H -2.8646 -3.1018 0.9773
H 0.6683 -3.2232 0.9652
H -0.1535 -2.4243 2.2568
H 0.7306 -1.4073 1.1733
H 0.0786 2.3133 -1.0953
H -0.7577 2.0525 0.4013
H 0.9307 1.7510 0.3831
H 1.1174 -1.2938 -1.4753
H 0.9630 0.0816 -2.5669
H 1.9724 0.1486 -1.0304
H -4.2333 -0.9303 -2.8100
H -4.1878 -1.3504 -1.0264
H -3.9637 0.2879 -1.6401
H -1.7422 -2.7535 -2.6506
H -0.4833 -1.5338 -2.7759
H -1.9440 -1.3300 -3.7822
O 3.4350 -4.8316 8.7808
P 2.9793 -3.7293 7.8521
N 4.3160 -3.0593 7.0561
C 5.4385 -3.9023 6.7321
C 4.4754 -1.7130 6.5160
N 2.1085 -2.4637 8.6166
C 2.7099 -1.8754 9.7893
C 0.9281 -1.7259 8.1257
N 2.1214 -4.3871 6.4400
C 1.6098 -5.7513 6.3915
C 1.5707 -3.5936 5.3703
H 6.2143 -3.3384 6.2142
H 5.0715 -4.7134 6.1032
H 5.9202 -4.3133 7.6194
H 5.4121 -1.2413 6.8129
H 3.5807 -1.2297 6.9085
H 4.5318 -1.6920 5.4276
H 1.9950 -1.4112 10.4687
H 3.2754 -2.6442 10.3159
H 3.4314 -1.1006 9.5302
H 1.1573 -0.7088 7.8078
H 0.5850 -2.2357 7.2254
H 0.1428 -1.7478 8.8813
H 1.3124 -6.0990 5.4022
H 2.3548 -6.4750 6.7224
H 0.8380 -5.9097 7.1447
H 1.7188 -4.0460 4.3897
H 2.2313 -2.7293 5.3008
H 0.5019 -3.3828 5.4070
O 3.4141 6.7275 1.5007
P 2.5563 5.8265 2.3150
N 0.9901 5.5894 1.6769
C -0.0528 4.8504 2.3299
C 0.5062 6.4585 0.6350
N 2.2148 6.3385 3.9223
C 1.7420 5.5018 5.0179
C 2.2078 7.7416 4.2347
N 3.2600 4.2836 2.5746
C 2.7798 3.0419 1.9549
C 4.5890 4.2158 3.0519
H -0.6792 4.2280 1.6909
H -0.6992 5.6147 2.7613
H 0.3107 4.1510 3.0828
H 1.3215 6.6291 -0.0682
H 0.1278 7.3838 1.0694
H -0.3692 6.0224 0.1538
H 2.0516 4.4598 4.9381
H 2.0772 5.8508 5.9946
H 0.6539 5.4907 4.9541
H 2.4826 8.3159 3.3500
H 1.2424 8.1008 4.5912
H 2.9259 7.8756 5.0437
H 3.3766 2.1816 2.2577
H 1.8121 2.7736 2.3789
H 2.8640 3.1774 0.8766
H 4.9550 5.1494 3.4792
H 5.2849 4.1149 2.2190
H 4.7375 3.4140 3.7752
*
```